Below is a molecular structure, C22H25ClMnNO at a distorted geometry, with properties calculated with ωB97M-V with the def2-TZVPD basis set.

Geometry as XYZ:
```
51
Properties=species:S:1:pos:R:3:lowdin_spin:R:1
C 2.09 0.21 3.07 0.032
C 2.13 -0.58 1.88 0.061
C 1.70 0.27 0.80 0.014
H 2.56 -1.59 1.76 0.003
C 1.14 1.47 1.38 -0.011
C 1.36 1.39 2.82 0.057
H 0.86 2.37 0.83 0.003
C -1.47 -1.80 3.68 0.041
C -0.16 -2.09 3.26 0.045
C -0.16 -2.10 1.82 0.023
H 0.74 -2.24 3.89 0.003
C -1.48 -1.72 1.34 -0.001
C -2.25 -1.46 2.53 0.034
H 1.91 0.09 -0.27 0.000
H 1.10 2.20 3.50 0.003
H 2.66 -0.01 3.96 0.001
H -3.30 -1.17 2.54 0.002
H 0.55 -2.62 1.17 0.000
H -1.82 -1.94 4.70 0.002
Mn -0.69 0.29 1.47 4.474
C -1.84 -1.55 -0.14 0.008
C -3.35 -1.29 -0.41 0.000
C -1.35 -2.71 -1.03 0.002
H -4.02 -2.11 -0.09 0.000
H -3.48 -1.20 -1.50 0.000
H -3.73 -0.34 0.00 0.000
H -1.68 -3.71 -0.71 0.000
H -0.24 -2.74 -1.14 0.000
H -1.79 -2.52 -2.03 0.001
C -1.00 -0.34 -0.69 0.040
C -1.69 1.00 -0.65 0.016
H -0.65 -0.50 -1.71 0.007
H 0.10 -0.23 -0.19 0.008
O -2.17 1.45 0.42 0.040
N -1.58 1.61 -1.90 0.004
C -0.39 2.52 -1.96 0.001
H -2.40 2.03 -2.31 0.000
C 0.89 1.83 -2.34 0.000
C 2.06 2.51 -1.94 0.000
H 1.97 3.45 -1.38 0.000
C 3.34 2.03 -2.24 0.000
H 4.24 2.59 -1.93 0.000
C 3.46 0.83 -2.96 0.000
H 4.44 0.44 -3.23 0.000
C 2.32 0.10 -3.33 0.000
H 2.39 -0.86 -3.87 0.000
C 1.04 0.62 -3.04 0.001
H 0.12 0.11 -3.36 0.000
H -0.21 2.94 -0.94 0.000
H -0.51 3.42 -2.60 0.000
Cl -1.77 1.66 3.10 0.083
```

Summary:
Total charge: -1
Maximum force, Eh/bohr: 0.0853
HOMO energy (spin up / spin down), eV: -3.08 / -3.05
E, eV: -70598.378
Molar mass, g mol⁻¹: 409.84
Multiplicity: 6
Gap between HOMO and LUMO (spin up / spin down), hartree: 0.2075 / 0.2061

Below is a molecular structure, C22H25CoN4O7PS at a distorted geometry, with properties calculated with ωB97M-V with the def2-TZVPD basis set.

Geometry as XYZ:
```
61
Properties=species:S:1:pos:R:3:lowdin_charge:R:1
Co -0.80 0.46 0.08 0.558
O 1.60 -2.80 1.55 0.177
C 1.08 -1.73 0.99 -0.466
O 0.09 -1.16 1.39 0.097
C 1.79 -1.27 -0.25 -0.063
O 1.37 0.04 -0.58 -0.163
C 2.10 1.08 0.09 -0.049
C 1.35 1.59 1.31 -0.559
O 1.91 1.94 2.31 0.139
O 0.04 1.67 1.13 -0.138
H 1.07 -3.04 2.33 0.155
H 1.50 -1.94 -1.07 0.160
H 2.88 -1.34 -0.13 0.152
H 2.19 1.90 -0.63 0.145
H 3.10 0.74 0.36 0.142
N -0.63 -7.47 -1.68 0.128
C -1.13 -6.24 -1.39 -0.307
C -0.81 -5.61 -0.17 -0.018
C -1.32 -4.37 0.12 -0.066
C -2.15 -3.72 -0.79 -0.310
C -2.48 -4.33 -2.00 -0.055
C -1.97 -5.58 -2.29 -0.013
S -2.84 -2.18 -0.37 0.634
O -3.99 -1.93 -1.18 -0.280
O -2.93 -2.07 1.06 -0.303
N -1.68 -1.05 -0.75 -0.141
C -1.45 -0.64 -2.02 -0.448
N -1.68 -1.29 -3.15 0.178
C -1.30 -0.66 -4.25 -0.077
C -0.68 0.59 -4.26 -0.026
C -0.49 1.20 -3.04 -0.073
N -0.90 0.59 -1.93 0.058
H -0.10 -7.98 -1.00 0.103
H -0.92 -7.96 -2.51 0.104
H -0.17 -6.12 0.54 0.115
H -1.12 -3.90 1.07 0.105
H -3.14 -3.82 -2.69 0.113
H -2.23 -6.06 -3.23 0.117
H -1.49 -1.18 -5.18 0.123
H -0.37 1.06 -5.18 0.110
H -0.02 2.17 -2.94 0.130
C -4.04 1.26 -0.46 -0.173
P -2.69 1.42 0.73 0.976
C -3.22 0.71 2.29 -0.185
C -2.40 3.17 0.94 -0.357
C -2.05 3.92 -0.19 -0.092
C -1.86 5.28 -0.09 -0.062
C -2.00 5.91 1.14 -0.057
C -2.32 5.17 2.27 -0.054
C -2.52 3.80 2.17 -0.064
H -3.78 1.79 -1.37 0.058
H -4.92 1.72 -0.01 0.076
H -4.24 0.21 -0.69 0.027
H -4.10 1.25 2.64 0.073
H -2.42 0.79 3.03 0.072
H -3.46 -0.35 2.13 0.032
H -1.94 3.43 -1.15 0.095
H -1.59 5.86 -0.96 0.111
H -1.84 6.97 1.23 0.113
H -2.43 5.66 3.23 0.114
H -2.76 3.23 3.06 0.105
```

Summary:
Total charge: +1
Relative energy (zero: lowest compared OMol25 entry of this formula, charge and spin), kJ/mol: 0.0
Maximum force, Eh/bohr: 0.0241
HOMO energy (spin up / spin down), eV: -10.65 / -10.64
E, eV: -101258.677
Molar mass, g mol⁻¹: 579.44
Gap between HOMO and LUMO (spin up / spin down), hartree: 0.2471 / 0.2368